Entry 1:
DFT (the ωB97M-V functional and the def2-TZVPD basis) results for C18H19INO6RbSTe as an isolated structure.

## Properties
HOMO ... -1.601 eV
Charge ... -2

Element x y z (Å)
Rb: 1.228 1.708 -0.152
O: -0.580 2.094 3.064
C: -0.391 2.991 2.157
O: 0.684 3.418 1.789
C: -1.691 3.484 1.515
O: -1.627 3.091 0.166
C: -2.866 3.176 -0.489
C: -2.728 2.677 -1.973
O: -3.461 3.212 -2.797
O: -1.886 1.773 -2.176
H: 0.291 1.443 3.138
H: -1.771 4.580 1.604
H: -2.541 3.011 2.024
H: -3.246 4.210 -0.498
H: -3.610 2.537 0.015
O: 1.447 0.676 2.960
N: 1.899 0.111 4.058
C: 3.132 0.435 4.466
C: 3.730 -0.163 5.546
C: 3.005 -1.126 6.257
C: 1.722 -1.404 5.877
C: 1.114 -0.781 4.764
S: -0.465 -1.090 4.330
H: 3.617 1.197 3.872
H: 4.730 0.114 5.836
H: 3.455 -1.636 7.098
H: 1.107 -2.111 6.411
C: -0.778 -0.609 -3.404
Te: -1.346 -0.526 -1.326
C: -0.776 -2.663 -1.595
C: -1.269 -2.980 -2.960
C: -1.763 -4.216 -3.349
C: -2.250 -4.412 -4.634
C: -2.241 -3.369 -5.542
C: -1.741 -2.133 -5.165
C: -1.260 -1.926 -3.884
H: 0.310 -0.540 -3.476
H: -1.222 0.222 -3.941
H: -1.166 -3.353 -0.847
H: 0.316 -2.720 -1.576
H: -1.785 -5.033 -2.638
H: -2.645 -5.379 -4.922
H: -2.632 -3.513 -6.542
H: -1.751 -1.310 -5.865
I: 5.128 0.709 -3.299
C: 4.476 1.854 -1.462
H: 4.911 2.842 -1.700
H: 5.190 1.427 -0.734

***

Entry 2:
DFT (the ωB97M-V functional and the def2-TZVPD basis) results for an isolated molecule of C20H23NO6.

## Properties
HOMO ... -8.326 eV

Element x y z (Å)
C: -1.185 -2.565 2.654
C: -2.190 -1.720 1.919
O: -3.319 -2.080 1.687
N: -1.728 -0.477 1.511
C: -0.443 0.016 1.661
C: -0.332 1.253 1.117
C: 0.907 2.102 1.080
C: 2.053 1.373 1.704
C: 3.020 0.811 0.980
C: 4.153 0.073 1.618
O: 4.258 -0.055 2.807
O: 5.040 -0.433 0.757
O: 3.114 0.852 -0.396
C: 2.005 1.379 -1.096
O: 1.085 0.380 -1.414
C: 1.429 -0.403 -2.555
C: 0.223 -1.229 -3.003
C: 0.116 -2.612 -2.358
C: -0.317 -2.580 -0.891
O: 0.669 -2.075 -0.026
C: 1.309 2.512 -0.344
C: -1.629 1.602 0.603
C: -2.147 2.739 -0.011
C: -3.473 2.738 -0.391
C: -4.286 1.630 -0.165
C: -3.802 0.498 0.463
C: -2.471 0.495 0.848
H: -1.655 -3.508 2.918
H: -0.852 -2.062 3.559
H: -0.323 -2.753 2.017
H: 0.319 -0.563 2.141
H: 0.703 3.017 1.652
H: 2.099 1.272 2.775
H: 4.774 -0.226 -0.153
H: 2.445 1.777 -2.028
H: 1.727 0.283 -3.360
H: 2.284 -1.051 -2.324
H: 0.296 -1.361 -4.084
H: -0.679 -0.651 -2.792
H: -0.624 -3.194 -2.910
H: 1.075 -3.128 -2.432
H: -1.246 -1.998 -0.801
H: -0.518 -3.600 -0.551
H: 0.852 -1.163 -0.301
H: 2.007 3.350 -0.293
H: 0.438 2.805 -0.927
H: -1.532 3.612 -0.172
H: -3.891 3.612 -0.869
H: -5.319 1.660 -0.477
H: -4.435 -0.354 0.651

***

For the records above, the corresponding largest force on an atom values read 1.05, 0.90 eV Å⁻¹.
For the records above, the corresponding orbital gap values read 5.6, 8.8 eV.